The following is a DFT calculation (ωB97M-V with the def2-TZVPD basis set) of an isolated molecule of C6H7NS at a distorted geometry.

XYZ file:
```
15
C6H7NS ωB97M-V with the def2-TZVPD basis set
C 1.1179 0.4290 0.0507
C 0.7926 1.7827 -0.0312
C -0.6341 1.9005 -0.0578
C -0.1721 -0.3080 0.0454
C -0.1513 -1.6037 -0.7552
C -0.2037 -1.5085 0.7067
H 1.7057 2.5228 -0.0513
H -1.1904 2.7613 0.1164
H -1.9692 0.5151 0.3679
H -1.0792 -2.0187 -1.1107
H 0.6877 -1.7996 -1.3524
H -1.1168 -1.7584 1.2254
H 0.7380 -1.6631 1.1425
N -1.2133 0.7191 -0.2404
S 2.6881 0.0294 -0.0560
```

Values from the calculation:
HOMO-LUMO gap in eV: 7.9
E_LUMO in eV: -0.02
Energy above the lowest of the compared OMol25 structures with the same formula, charge and spin in kcal per mole: 65.1
SMILES string: S=C1C=CNC12CC2
E_tot in hartree: -685.666063